Entry 1:
Molecular formula: C33H32N2O4
Method: DFT, ωB97M-V/def2-TZVPD

- energy above the lowest of the compared OMol25 structures with the same formula, charge and spin (kJ/mol) = 365.0
- SMILES string = CCOC(=O)[C@@H](c1ccc([N+](=O)[O-])cc1)[C@@H](/C=C/N(Cc1ccccc1)Cc1ccccc1)c1ccccc1
- max |F| (eV/Å) = 8.17
- HOMO (eV) = -7.2

Structure (XYZ):
```
71
Properties=species:S:1:pos:R:3:forces:R:3
C 0.0289 -2.8507 -0.5231 0.2 0.1 -0.2
C -1.1986 -1.9777 -0.3260 0.5 -0.1 -0.4
O -0.7354 -0.5840 -0.5794 -0.9 0.3 1.5
C -1.7045 0.2810 -0.1396 -1.0 -0.8 0.2
O -2.8333 -0.1644 -0.0037 1.1 0.7 0.5
C -1.3814 1.8054 -0.0251 3.0 -2.2 -7.3
C -2.5918 2.4490 -0.8212 -0.5 1.7 0.9
C -3.8684 2.3102 -0.2465 0.3 0.5 0.4
C -4.9611 3.0975 -0.5827 0.1 0.9 -1.1
C -4.7770 4.0749 -1.5832 0.9 -1.0 0.0
N -5.8970 4.9372 -1.9309 -2.0 1.7 -0.8
O -5.7120 5.8196 -2.8116 -0.4 -2.0 2.0
O -6.9991 4.7691 -1.3435 2.6 0.3 -1.3
C -3.5473 4.1913 -2.2945 -1.3 0.0 0.2
C -2.4996 3.3452 -1.9388 1.1 -0.1 0.8
C -0.6359 2.5110 1.0835 -4.3 1.3 2.0
C 0.2702 1.9073 2.0387 1.3 -2.0 1.2
C 0.3646 0.5906 2.3711 -1.2 2.8 -1.5
N 1.3473 0.0656 3.0799 2.4 -1.8 1.8
C 1.3784 -1.3737 3.3858 -0.1 0.3 -0.4
C 0.2450 -1.8447 4.2819 0.2 -0.1 0.2
C -0.2481 -3.1467 4.1198 -0.1 0.5 0.2
C -1.3098 -3.5879 4.9070 0.0 0.2 0.2
C -1.8685 -2.7393 5.8754 0.2 0.1 -0.2
C -1.3361 -1.4561 6.0709 0.1 -0.3 -0.2
C -0.2635 -1.0132 5.2868 -0.3 -0.3 0.0
C 2.4410 0.8904 3.5952 -0.4 -0.2 0.5
C 3.1911 1.7092 2.5686 0.0 -0.7 -0.5
C 3.5943 2.9957 2.8909 0.4 0.8 -1.0
C 4.1703 3.8232 1.8967 -0.4 -1.3 0.4
C 4.3728 3.3026 0.6128 0.4 1.2 -0.1
C 4.0531 1.9928 0.3236 -0.5 -1.4 0.5
C 3.4599 1.1590 1.3047 0.5 1.7 -0.1
C -0.1648 3.9869 0.8196 -0.5 -0.8 0.2
C 0.0931 4.5129 -0.4353 -0.4 -0.4 -1.6
C 0.2923 5.8791 -0.6512 0.4 0.2 -0.1
C 0.4196 6.7642 0.4227 -0.3 -0.7 -0.4
C 0.3608 6.2083 1.6925 0.2 -0.5 0.0
C 0.1088 4.8388 1.8878 -0.4 0.9 0.2
H -0.2558 -3.9180 -0.4045 0.3 0.6 0.0
H 0.4238 -2.7041 -1.5504 -0.1 -0.2 0.6
H 0.8136 -2.5575 0.2141 -0.5 -0.4 -0.6
H -2.0006 -2.2174 -1.0450 0.4 0.2 0.4
H -1.6086 -2.0944 0.7005 0.3 0.4 -0.6
H -0.5267 1.8396 -0.7411 -0.6 -0.5 -1.0
H -3.9814 1.6380 0.5833 -0.1 -0.2 0.1
H -5.9366 3.0082 -0.0915 0.6 0.0 -0.2
H -3.4916 4.9679 -3.0936 0.2 -0.9 0.8
H -1.5229 3.4912 -2.4420 -0.9 -0.2 0.3
H -1.7225 2.2967 1.4575 1.0 2.9 2.4
H 0.8933 2.5945 2.6166 -0.1 -0.2 -0.7
H -0.4162 -0.0399 2.0256 -0.2 -1.1 -0.4
H 2.3533 -1.5847 3.8524 -0.4 0.0 -0.2
H 1.3369 -1.9480 2.4348 0.1 0.2 0.4
H 0.2227 -3.7958 3.3757 -0.3 0.2 0.2
H -1.7046 -4.5931 4.7602 0.1 0.2 0.1
H -2.7213 -3.0796 6.4734 0.4 0.2 -0.2
H -1.7559 -0.7981 6.8348 0.1 -0.2 -0.2
H 0.1696 -0.0222 5.4567 -0.2 -0.3 -0.2
H 2.0287 1.5713 4.3625 0.2 0.0 -0.1
H 3.1406 0.2187 4.1127 -0.2 0.2 -0.1
H 3.4313 3.3857 3.8965 -0.1 -0.1 -0.2
H 4.4560 4.8301 2.1443 0.0 0.2 0.0
H 4.8122 3.9548 -0.1704 -0.3 -0.5 0.6
H 4.2516 1.5651 -0.6599 0.0 0.2 0.2
H 3.1938 0.1380 1.0802 -0.1 -0.1 0.0
H 0.0965 3.8461 -1.3306 -0.1 0.7 0.9
H 0.3655 6.2680 -1.6727 0.1 -0.3 0.4
H 0.5627 7.8317 0.2513 0.0 -0.3 0.1
H 0.5245 6.8483 2.5407 0.0 0.0 0.3
H 0.0750 4.4764 2.9084 -0.2 0.0 0.0
```
Forces are in eV/Å.

Results of the Mulliken charge analysis, in e, for atoms 1 through 6: C -1.05; C -0.15; O -0.27; C -0.40; O -0.64; C 1.01


Entry 2:
Molecular formula: C32H19AlCl5N4O9S
Method: DFT, ωB97M-V/def2-TZVPD

- energy above the lowest of the compared OMol25 structures with the same formula, charge and spin (kJ/mol) = 7.5
- total charge = -1
- max |F| (eV/Å) = 3.79
- HOMO (eV) = -3.1

Structure (XYZ):
```
71
Properties=species:S:1:pos:R:3:forces:R:3
Al 13.2102 11.0133 17.4586 -0.7 -0.4 -0.1
Cl 18.4102 6.1395 17.0304 0.4 -0.3 0.0
C 17.4690 7.5398 16.8141 -0.4 1.2 -1.0
C 16.2303 7.4615 16.1061 0.5 0.2 1.4
Cl 15.7871 5.9987 15.3551 -0.1 -0.2 -0.2
C 15.3285 8.5123 16.2067 0.6 0.3 -0.5
Cl 13.7843 8.4872 15.3868 0.6 -0.2 0.5
C 15.7147 9.7220 16.8326 -0.1 0.3 0.7
O 14.8251 10.6793 16.9963 0.6 0.3 -0.2
C 17.0376 9.9166 17.3104 -0.1 -2.2 -1.8
Cl 17.6107 11.4721 17.6525 -0.1 0.5 0.4
C 17.9305 8.8025 17.2283 -0.9 0.3 1.4
Cl 19.4598 8.9918 18.0655 -0.4 -0.4 -0.6
C 12.8945 13.7220 18.9999 0.4 -1.4 1.3
N 12.7819 12.1996 18.9519 -0.2 1.8 1.8
C 12.5273 11.6137 20.1286 0.5 0.1 -1.9
C 12.4124 10.2100 20.0468 0.2 -1.2 0.3
C 11.9840 9.1789 20.9052 0.6 -0.7 -0.2
C 12.0891 7.9577 20.1612 -0.5 0.7 -0.3
C 12.4821 8.3184 18.8599 0.6 2.1 1.1
N 12.7688 9.6828 18.8252 -1.1 -1.8 -1.0
C 11.6912 14.4788 18.5889 -0.5 -0.2 -0.7
C 11.7189 15.1974 17.3865 -0.4 -0.4 0.0
C 10.5469 15.7500 16.9195 -1.2 1.0 -0.7
C 9.3234 15.6558 17.6627 1.4 0.9 -2.2
C 9.3490 15.0016 18.8487 -1.8 -0.7 2.2
C 10.5206 14.3856 19.3158 -0.4 0.0 -0.3
H 13.7352 14.0270 18.4185 0.6 0.0 -0.5
H 13.1206 13.9733 20.0461 0.1 0.0 -0.2
H 12.4823 12.1671 21.0766 -0.2 -0.1 -0.5
H 11.7099 9.3103 21.9536 0.0 -0.1 -0.4
H 11.8367 6.9176 20.4190 0.1 0.9 0.2
H 12.5770 7.7045 17.9793 0.2 0.0 0.0
H 12.6179 15.1751 16.7748 -0.1 0.3 0.2
H 10.5339 16.3077 15.9403 0.1 -0.7 1.2
H 8.4309 16.1007 17.1934 0.4 -0.3 0.6
H 8.3803 14.9460 19.4680 1.7 -0.1 -1.0
H 10.4862 13.7247 20.1775 0.0 0.3 0.1
O 13.0591 12.5262 16.0698 -1.3 -1.0 0.3
C 12.0262 11.8954 15.6642 0.5 -0.6 0.7
O 11.7993 10.7067 16.1345 0.6 1.7 0.3
C 11.0707 12.5372 14.7518 0.4 2.5 -1.0
C 11.3913 13.8873 14.3404 0.4 -0.3 0.6
C 10.5492 14.5740 13.4888 0.0 -0.7 0.2
C 9.4051 13.9852 12.9838 -0.1 0.5 -0.3
C 9.0323 12.7613 13.4757 1.3 -0.7 0.3
C 9.8889 11.9748 14.3450 -1.1 0.6 -0.7
N 7.8165 12.1872 12.9310 -0.8 -1.2 -0.5
O 7.1783 12.8682 12.0774 1.2 -2.6 2.5
O 7.6033 11.0273 13.3810 -0.8 2.8 -1.8
N 10.8030 15.9553 13.0809 1.1 2.0 -0.1
O 11.9256 16.4039 13.4416 -2.9 -0.5 -1.1
O 9.9050 16.5871 12.4587 2.6 -1.6 1.6
H 12.2921 14.3841 14.7467 -0.7 -0.5 -0.5
H 8.9038 14.5522 12.1885 -0.3 -0.6 0.6
H 9.6573 10.9694 14.7019 -0.3 0.4 -0.4
O 11.2204 8.9628 6.9132 -0.4 0.4 -1.1
C 12.0928 9.8935 6.3502 1.6 0.8 0.7
O 11.8470 10.5582 5.3528 -0.7 -1.6 1.3
C 13.3719 10.1123 7.1286 -1.0 -0.9 -0.7
C 14.4119 10.6981 6.3897 -0.1 0.6 -0.4
C 15.5628 11.0782 7.0217 0.1 -1.1 0.9
C 15.8020 10.7785 8.4114 -1.0 0.6 -0.8
S 17.2284 11.3676 9.0734 0.8 0.0 0.9
C 14.7521 10.1175 9.1017 -0.2 -0.2 0.6
C 13.5800 9.7648 8.4872 -0.1 0.3 -1.9
H 11.6955 8.2283 7.3237 0.3 0.5 0.0
H 14.2394 10.8698 5.3060 0.2 0.0 0.9
H 16.4259 11.5132 6.5652 0.1 0.3 -0.7
H 14.7641 9.9132 10.1679 0.7 0.1 0.0
H 12.8154 9.1989 8.9904 -0.2 0.1 0.4
```
Forces are in eV/Å.

Results of the Mulliken charge analysis, in e, for atoms 1 through 6: Al -1.16; Cl -0.19; C 0.19; C 0.11; Cl -0.18; C 0.59


Entry 3:
Molecular formula: H2N2O4P
Method: DFT, ωB97M-V/def2-TZVPD

- energy above the lowest of the compared OMol25 structures with the same formula, charge and spin (kJ/mol) = 641.7
- total charge = -1
- max |F| (eV/Å) = 5.68
- HOMO (alpha / beta) (eV) = -4.6 / -4.2

Structure (XYZ):
```
9
Properties=species:S:1:pos:R:3:forces:R:3
N -1.3405 0.3197 0.3805 3.1 0.7 1.0
N 1.0413 0.7582 -0.2592 0.9 0.8 -0.7
O 0.6058 1.5698 -1.0301 -1.3 1.0 -1.2
O 0.5264 -0.9342 1.7131 0.9 -0.7 2.3
O 2.1875 0.7230 0.0533 2.6 -0.1 0.9
O 0.0925 -2.1324 -1.4445 0.0 2.8 3.0
P 0.1039 -0.5521 0.3939 -1.9 -3.9 -3.7
H -1.9447 -0.3338 0.7640 -2.4 -1.1 -0.1
H -1.2721 0.5818 -0.5711 -1.8 0.4 -1.5
```
Forces are in eV/Å.

Results of the Mulliken charge analysis, in e, for atoms 1 through 6: N -0.55; N 0.99; O -0.63; O -0.58; O -0.60; O -0.76


Entry 4:
Molecular formula: C4H7NO2
Method: DFT, ωB97M-V/def2-TZVPD

- energy above the lowest of the compared OMol25 structures with the same formula, charge and spin (kJ/mol) = 244.5
- SMILES string = C[C@@]1(CN)OC1=O
- max |F| (eV/Å) = 3.21
- HOMO (eV) = -9.5

Structure (XYZ):
```
14
Properties=species:S:1:pos:R:3:forces:R:3
C -0.0839 -1.5390 0.4851 -0.3 0.2 -0.1
C -0.4442 -0.2850 -0.2546 0.5 1.0 0.9
C 0.6003 0.7626 -0.5865 -1.9 0.9 -1.6
N 1.2267 1.3075 0.5682 -0.1 0.3 0.8
O -1.4272 -0.4518 -1.3477 -0.6 0.6 -0.9
C -1.7598 0.3367 -0.3122 -0.4 -2.6 1.8
O -2.7236 0.7747 0.2282 0.2 0.6 -0.9
H 0.3198 -1.2896 1.4650 0.0 0.0 0.1
H -0.9718 -2.1522 0.6225 0.0 -0.1 0.1
H 0.6675 -2.1026 -0.0684 0.0 0.0 -0.1
H -0.1714 1.5634 -1.0127 2.5 -1.0 0.2
H 1.2897 0.3854 -1.3573 -0.2 0.2 -0.1
H 1.6096 0.6305 1.2155 0.2 0.2 -0.3
H 1.8684 2.0594 0.3550 0.0 -0.3 0.1
```
Forces are in eV/Å.

Results of the Mulliken charge analysis, in e, for atoms 1 through 6: C -1.29; C 1.14; C -0.35; N -0.52; O -0.44; C 0.00